Record 1
Here is a cluster of 2 separate species, C3H10N2O2 in total from the Open Molecules 2025 dataset. Energies are from ωB97M-V with the def2-TZVPD basis set.

```
17
Properties=species:S:1:pos:R:3:nbo_charge:R:1
C 2.103 0.319 0.783 -0.713
C 1.915 -1.177 0.690 0.670
N 0.625 -1.588 0.564 -0.842
O 2.844 -1.957 0.661 -0.619
H 1.432 0.759 1.520 0.221
H 1.901 0.766 -0.191 0.221
H 3.133 0.520 1.057 0.239
H -0.156 -0.978 0.746 0.417
H 0.456 -2.574 0.577 0.395
N -1.166 0.785 -1.808 -0.822
C -2.137 0.962 -0.792 0.089
O -1.799 0.210 0.392 -0.771
H -0.266 1.105 -1.498 0.360
H -1.081 -0.187 -2.076 0.367
H -2.214 2.019 -0.531 0.156
H -3.113 0.632 -1.155 0.157
H -2.476 0.383 1.059 0.474
```

Properties
E_HOMO	-0.3509	hartree
structure (SMILES)	CC(N)=O.NCO
frontier orbital gap	10.1	eV
net charge	0

---

Record 2
Here is a structure of composition C25H48BeCl3N4O4Si from the Open Molecules 2025 dataset. Energies are from ωB97M-V with the def2-TZVPD basis set.

```
86
Properties=species:S:1:pos:R:3:lowdin_charge:R:1
C 1.988 -2.708 -5.697 -0.035
C 1.926 -1.790 -6.889 -0.213
H 0.992 -3.065 -5.349 0.088
H 2.513 -2.214 -4.859 0.084
H 2.526 -3.628 -6.004 0.067
C 2.054 -2.245 -8.162 -0.146
C 2.320 -3.664 -8.540 -0.123
H 2.059 -1.516 -8.979 0.089
H 1.561 -4.383 -8.198 0.075
H 3.303 -3.963 -8.150 0.073
H 2.382 -3.712 -9.631 0.061
Be 1.134 0.382 -4.008 -0.218
Cl 1.412 0.979 -0.179 0.031
Cl 3.039 0.802 -3.321 0.086
C 0.363 2.686 -3.103 -0.242
O -0.004 1.597 -3.624 -0.019
N -0.466 3.689 -2.783 -0.159
C -1.915 3.567 -2.932 -0.024
C 0.075 5.031 -2.521 -0.037
H 1.427 2.852 -2.885 0.094
H -2.261 2.686 -2.383 0.099
H -2.194 3.488 -3.991 0.084
H -2.346 4.474 -2.497 0.078
H 0.928 4.933 -1.843 0.095
H -0.714 5.640 -2.062 0.080
H 0.414 5.530 -3.447 0.093
H 1.187 -3.520 -0.785 0.097
H -1.767 -2.875 -3.344 0.083
C 0.100 -3.367 -0.698 -0.039
C -1.750 -2.755 -2.255 -0.026
N -0.396 -2.491 -1.766 -0.142
H -0.143 -2.928 0.283 0.061
C 0.331 -1.465 -2.206 -0.233
O 0.086 -0.781 -3.239 -0.022
H -2.452 -1.965 -1.958 0.101
H 1.224 -1.210 -1.625 0.082
H -0.390 -4.342 -0.782 0.080
H -2.065 -3.694 -1.791 0.078
O 1.316 0.033 -5.434 -0.242
C 1.923 -0.270 -6.614 -0.343
C 0.599 0.266 -8.809 -0.093
C 1.485 0.648 -7.776 -0.151
H 0.127 -0.729 -8.791 0.068
C 0.319 1.154 -9.863 -0.099
H 2.988 -0.041 -6.418 0.142
C 1.889 1.974 -7.686 -0.033
H -0.284 0.818 -10.713 0.098
C 0.836 2.453 -9.812 -0.117
C 1.586 2.872 -8.711 -0.093
H 2.441 2.308 -6.811 0.123
H 0.626 3.151 -10.619 0.088
H 1.978 3.888 -8.655 0.095
Si -2.647 -0.124 -6.821 0.128
Cl -1.852 -1.921 -7.347 0.378
C -3.628 0.623 -8.187 -0.220
C -1.415 1.362 -6.601 -0.181
C -2.816 -0.519 -5.009 -0.247
H -2.975 0.731 -9.058 0.034
H -3.919 1.622 -7.850 0.033
H -4.516 0.057 -8.455 0.016
H -3.478 -1.334 -4.708 0.020
H -3.159 0.396 -4.523 0.026
H -1.795 -0.766 -4.645 0.023
H -0.952 1.700 -7.549 0.016
H -0.589 1.052 -5.908 0.023
H -2.021 2.190 -6.164 0.031
C -0.748 1.318 1.221 -0.273
N -0.397 0.663 2.423 -0.166
C -0.531 1.446 3.631 -0.087
C -0.430 -0.734 2.421 -0.485
O -0.920 -1.386 1.494 0.017
N 0.080 -1.299 3.582 -0.162
C 1.254 -0.740 4.257 -0.072
C -0.112 -2.724 3.718 -0.077
H -0.619 2.404 1.310 0.076
H -1.706 0.994 0.797 0.072
H 0.047 0.944 0.490 -0.295
H -0.790 0.778 4.457 0.073
H 0.408 1.981 3.852 0.086
H -1.330 2.190 3.480 0.083
H 0.974 -0.278 5.218 0.076
H 1.954 -1.561 4.473 0.081
H 1.755 0.006 3.623 0.097
H -1.185 -2.948 3.681 0.088
H 0.392 -3.278 2.910 0.086
H 0.293 -3.034 4.686 0.079
```

Properties
E_HOMO	-0.1189	hartree
frontier orbital gap	5.7	eV
net charge	-1

---

Record 3
Here is an isolated molecule of C27H31N3O5 from the Open Molecules 2025 dataset. Energies are from ωB97M-V with the def2-TZVPD basis set.

```
66
Properties=species:S:1:pos:R:3:nbo_charge:R:1
C -3.434 -3.945 2.422 -0.251
O -2.874 -2.700 2.090 -0.497
C -1.987 -2.645 1.053 0.269
C -1.596 -3.721 0.272 -0.307
C -0.684 -3.541 -0.759 -0.227
C -0.155 -2.289 -1.033 0.277
O 0.732 -2.013 -2.025 -0.497
C 1.271 -3.072 -2.773 -0.247
C -0.552 -1.192 -0.246 -0.072
C 0.074 0.151 -0.542 -0.167
C -0.635 1.302 0.185 0.696
O -0.138 1.943 1.086 -0.636
N -1.870 1.525 -0.302 -0.624
C -2.776 2.517 0.238 -0.059
C -3.305 3.427 -0.874 -0.403
C -4.254 2.685 -1.813 -0.400
C -5.404 2.056 -1.032 -0.398
C -4.872 1.111 0.041 -0.403
C -3.937 1.855 0.990 -0.403
N 1.496 0.114 -0.256 -0.412
C 1.940 -0.363 1.042 -0.290
C 2.946 0.555 1.656 0.340
C 2.910 1.898 1.893 -0.328
C 4.163 2.230 2.464 -0.314
C 4.863 1.067 2.534 0.079
O 4.135 0.045 2.050 -0.423
C 2.349 0.491 -1.231 0.678
O 1.985 0.983 -2.285 -0.617
C 3.807 0.261 -0.956 0.110
C 4.696 1.331 -0.986 -0.210
C 6.040 1.075 -0.778 -0.165
C 6.447 -0.236 -0.581 -0.261
C 5.482 -1.231 -0.600 0.044
N 4.195 -0.996 -0.778 -0.429
C -1.446 -1.385 0.786 -0.195
H -4.021 -4.357 1.595 0.174
H -2.665 -4.667 2.716 0.175
H -4.091 -3.756 3.269 0.201
H -1.984 -4.711 0.448 0.220
H -0.395 -4.399 -1.345 0.213
H 1.995 -2.611 -3.443 0.210
H 0.503 -3.584 -3.364 0.171
H 1.783 -3.796 -2.131 0.178
H 0.020 0.345 -1.623 0.281
H -2.221 0.929 -1.033 0.398
H -2.176 3.104 0.942 0.239
H -2.463 3.833 -1.437 0.218
H -3.836 4.261 -0.413 0.204
H -4.648 3.383 -2.554 0.214
H -3.712 1.907 -2.356 0.186
H -6.064 1.514 -1.714 0.208
H -5.990 2.845 -0.557 0.194
H -5.704 0.688 0.609 0.213
H -4.341 0.278 -0.427 0.190
H -3.540 1.168 1.739 0.213
H -4.497 2.633 1.512 0.204
H 1.056 -0.421 1.681 0.238
H 2.386 -1.361 0.954 0.232
H 2.084 2.546 1.691 0.258
H 4.491 3.199 2.779 0.225
H 5.844 0.837 2.898 0.200
H 4.327 2.330 -1.153 0.233
H 6.758 1.882 -0.773 0.218
H 7.485 -0.480 -0.416 0.219
H 5.748 -2.271 -0.461 0.191
H -1.746 -0.564 1.418 0.221
```

Properties
E_HOMO	-0.2953	hartree
structure (SMILES)	COc1ccc(OC)c([C@@H](C(=O)NC2CCCCC2)N(Cc2ccco2)C(=O)c2ccccn2)c1
frontier orbital gap	8.8	eV
net charge	0

---

Record 4
Here is a cluster of 2 separate species, CH2I2 in total from the Open Molecules 2025 dataset. Energies are from ωB97M-V with the def2-TZVPD basis set.

```
5
Properties=species:S:1:pos:R:3:nbo_charge:R:1
C 0.095 -0.028 0.138 -0.847
I -1.423 1.324 -0.114 0.182
I -0.398 -1.990 0.001 0.233
H 0.660 0.302 0.945 0.203
H 1.065 0.392 -0.969 0.229
```

Properties
E_HOMO	-0.3440	hartree
frontier orbital gap	9.2	eV
net charge	0

---

Record 5
Here is an isolated molecule of C3H4N4S from the Open Molecules 2025 dataset. Energies are from ωB97M-V with the def2-TZVPD basis set.

```
12
Properties=species:S:1:pos:R:3:nbo_charge:R:1
S -0.617 1.295 2.164 0.201
N 0.129 1.345 0.688 -0.661
C 0.113 0.314 -0.065 0.472
N -0.467 -0.899 0.233 -0.448
C -0.281 -1.941 -0.507 0.103
C 0.467 -1.837 -1.748 -0.131
N 0.839 -0.632 -2.185 -0.127
N 0.603 0.421 -1.394 -0.363
H -0.478 2.673 2.362 0.114
H -0.843 -2.884 -0.228 0.209
H 0.787 -2.641 -2.422 0.222
H 0.882 1.263 -1.815 0.410
```

Properties
E_HOMO	-0.2858	hartree
structure (SMILES)	S/N=c1\nccn[nH]1
frontier orbital gap	7.4	eV
net charge	0

---

Record 6
Here is a structure of composition C18H26N7O3Rh from the Open Molecules 2025 dataset. Energies are from ωB97M-V with the def2-TZVPD basis set.

```
55
Properties=species:S:1:pos:R:3:nbo_charge:R:1
Rh -0.284 1.069 -0.980 1.183
C -0.710 0.866 4.594 -0.641
C -0.233 -0.210 3.610 -0.220
N -1.171 -0.765 2.648 -0.318
C -2.026 -1.844 3.213 -0.213
C -3.180 -1.239 3.989 -0.642
C -1.212 -0.357 1.350 0.539
C -2.046 -1.102 0.362 -0.672
N -0.457 0.626 0.894 -0.855
H 0.236 1.435 4.832 0.243
H -1.085 0.446 5.565 0.246
H -1.482 1.560 4.149 0.226
H 0.107 -1.067 4.151 0.231
H 0.571 0.170 2.986 0.182
H -1.403 -2.384 3.929 0.229
H -2.307 -2.494 2.374 0.218
H -2.874 -1.210 5.015 0.230
H -4.117 -1.827 3.928 0.253
H -3.456 -0.244 3.679 0.220
H -1.547 -2.068 0.194 0.272
H -1.924 -0.494 -0.592 0.198
H -3.073 -1.259 0.733 0.280
H 0.081 1.167 1.587 0.414
C -3.272 -2.407 -3.835 -0.266
O -2.059 -3.105 -3.539 -0.707
H -3.724 -2.841 -4.720 0.204
H -3.210 -1.291 -3.989 0.153
H -4.062 -2.614 -3.087 0.171
H -1.384 -2.484 -3.241 0.450
N -1.274 2.361 -1.722 -0.465
C -2.109 3.115 -2.097 0.486
C -2.893 4.018 -2.774 -0.190
C -4.234 4.355 -2.347 0.204
N -5.366 4.642 -2.203 -0.073
C -2.629 4.187 -4.161 0.210
N -2.478 4.299 -5.357 -0.065
O 4.821 -0.722 2.648 -0.719
C 5.465 -0.481 1.386 0.089
N 4.609 -0.714 0.308 -0.604
C 4.847 -0.137 -0.919 0.640
O 5.953 0.283 -1.279 -0.547
C 3.607 -0.049 -1.781 -0.133
C 3.761 0.007 -3.167 -0.033
C 2.615 0.248 -3.897 -0.218
C 1.427 0.539 -3.243 0.073
N 1.305 0.434 -1.923 -0.566
C 2.403 0.156 -1.167 0.058
H 5.375 -0.295 3.318 0.497
H 6.352 -1.127 1.261 0.179
H 5.881 0.514 1.246 0.179
H 3.688 -1.001 0.553 0.393
H 4.750 -0.091 -3.611 0.285
H 2.609 0.363 -4.982 0.267
H 0.548 0.868 -3.790 0.225
H 2.269 0.194 -0.099 0.220
```

Properties
E_HOMO (spin up / spin down)	-0.5435 / -0.5436	hartree
<S²>	6.0557
multiplicity	5
frontier orbital gap (spin up / spin down)	8.3 / 4.9	eV
net charge	+2